Computed, not measured: a structure of composition C37H63F24O11P3Pt, with ωB97M-V/def2-TZVPD.

Properties
* total charge: +1
* Kohn-Sham gap (alpha / beta): 0.3517 / 0.2310 hartree
* 2S+1: 4
* E_HOMO (alpha / beta): -12.66 / -13.39 eV
* energy relative to the best compared isomer or geometry (same formula, charge and spin): 51.6 kcal/mol

Structure (XYZ):
```
139
Properties=species:S:1:pos:R:3:forces:R:3:lowdin_charge:R:1
C 4.180 1.756 3.374 0.5 -0.7 -0.2 -0.077
C 4.360 0.223 3.172 0.3 0.9 -0.2 -0.251
C 3.087 -0.574 3.540 0.0 2.0 -0.6 -0.194
C 1.881 -0.227 2.536 1.4 -1.7 0.1 -0.224
P 0.443 -1.419 2.523 0.7 -0.9 0.9 1.114
C -1.156 -0.658 2.997 0.1 0.3 -0.1 -0.276
C -1.063 0.045 4.360 -0.1 0.8 -0.5 -0.229
C -2.188 1.061 4.663 -0.7 -0.9 0.7 -0.236
C -3.657 0.613 4.461 1.2 0.4 0.1 -0.080
C 0.789 -2.640 3.940 -0.7 0.4 -0.6 -0.244
C -0.311 -3.701 4.143 0.0 -0.4 -0.4 -0.253
C -0.115 -4.528 5.372 2.0 -0.9 2.4 -0.263
C 1.040 -5.579 5.418 -0.2 0.0 -0.5 -0.089
C 0.386 -2.439 0.940 1.4 0.0 0.5 -0.219
C 1.514 -3.566 0.761 -0.4 1.7 0.1 -0.207
C 1.135 -4.368 -0.507 -0.5 -2.7 2.1 -0.196
C 0.052 -5.409 0.038 -0.3 0.0 -1.3 -0.092
H 4.037 1.938 4.439 -0.5 0.2 -0.1 0.081
H 3.394 2.172 2.743 -0.3 0.0 0.4 0.040
H 5.061 2.335 3.097 0.2 -0.3 0.0 0.081
H 5.148 -0.106 3.850 0.0 0.0 0.2 0.110
H 4.795 0.023 2.193 -0.4 -0.2 -0.3 0.082
H 2.892 -0.060 4.481 -0.6 -0.9 0.5 0.103
H 3.422 -1.603 3.670 -0.8 -0.1 -0.1 0.102
H 2.320 -0.389 1.551 -0.2 0.0 -0.3 0.050
H 1.647 0.838 2.532 -0.5 -0.3 0.4 0.057
H -1.918 -1.437 3.005 0.0 -0.1 -0.2 0.087
H -1.413 0.100 2.257 0.1 -0.2 -0.3 0.071
H -0.193 0.698 4.296 0.5 -0.4 0.5 0.089
H -0.984 -0.683 5.167 0.2 0.1 0.0 0.110
H -2.009 2.032 4.201 0.0 -0.1 -0.3 0.093
H -2.160 1.248 5.736 0.5 0.1 0.1 0.107
H -3.831 -0.391 4.849 0.0 -0.1 -0.1 0.078
H -3.908 0.678 3.403 -0.5 0.0 0.2 0.046
H -4.201 1.300 5.108 -0.6 0.0 -0.6 0.079
H 0.908 -2.061 4.856 0.0 0.3 0.0 0.091
H 1.749 -3.127 3.766 0.0 0.0 -0.2 0.080
H -0.283 -4.381 3.292 -0.6 0.2 -0.4 0.106
H -1.304 -3.308 4.359 -0.1 0.6 -0.9 0.109
H -0.991 -4.992 5.826 -0.4 0.0 -0.8 0.112
H 0.162 -3.813 6.147 0.0 0.2 0.4 0.102
H 2.024 -5.113 5.463 0.0 0.1 -0.2 0.065
H 1.019 -6.275 4.580 0.0 0.2 -0.4 0.066
H 1.012 -6.260 6.269 -0.4 0.4 0.3 0.071
H 0.598 -1.790 0.091 -0.3 0.3 0.3 0.046
H -0.635 -2.807 0.835 0.1 -0.2 0.1 0.065
H 1.719 -4.139 1.665 -1.0 -0.9 -0.1 0.094
H 2.495 -3.090 0.782 0.0 0.6 -1.0 0.076
H 1.940 -5.007 -0.872 0.4 0.3 0.2 0.101
H 0.772 -3.872 -1.406 -0.2 0.6 0.5 0.101
H 0.332 -6.103 0.831 0.7 0.7 0.5 0.072
H -0.235 -6.161 -0.698 -0.1 0.4 -0.6 0.068
H -0.883 -4.922 0.315 0.0 0.1 0.2 0.048
Pt -0.217 0.469 -3.566 0.2 0.4 -4.5 1.278
P 0.005 0.593 -1.208 1.1 1.0 6.4 0.021
O 1.124 -0.014 -2.021 1.7 -0.9 -0.2 -0.361
O -1.210 -0.086 -1.911 -2.9 -1.3 1.1 -0.256
O -0.251 1.938 -2.002 -0.3 0.8 1.5 -0.266
O 0.059 0.524 0.343 -0.3 0.7 -4.1 -0.313
C -3.270 2.303 -9.241 0.4 0.2 0.3 -0.052
C -2.386 2.599 -7.966 -1.0 0.3 -3.5 -0.285
O -3.197 2.332 -6.870 1.3 -1.2 5.2 -0.181
P -2.460 2.433 -5.335 -2.9 2.1 -1.3 0.666
O -1.687 1.231 -4.850 -0.5 0.8 -0.9 -0.384
O -1.644 3.820 -5.456 -1.4 -2.4 -1.1 -0.146
C -1.008 4.282 -4.330 2.5 2.5 3.4 -0.321
C -0.845 5.824 -4.325 -1.6 0.2 -1.4 -0.042
O -3.723 2.895 -4.391 3.0 -1.0 -1.3 -0.171
C -4.964 2.207 -4.448 -2.1 -0.7 0.0 -0.268
C -6.007 3.090 -3.669 1.8 -0.3 -1.7 -0.023
H -4.299 2.652 -9.156 0.2 0.4 0.1 0.077
H -2.791 2.723 -10.126 -0.1 0.4 0.1 0.077
H -3.341 1.243 -9.483 0.2 -0.2 0.5 0.073
H -1.545 1.938 -8.175 0.4 0.1 1.1 0.122
H -2.151 3.659 -7.871 0.6 -0.1 -0.6 0.116
H -1.428 4.014 -3.360 -1.0 -0.3 -0.3 0.104
H 0.011 3.927 -4.177 0.2 -0.6 -0.9 0.111
H -1.782 6.350 -4.143 -0.3 -0.3 0.9 0.076
H -0.071 6.279 -3.707 0.1 -0.6 -0.1 0.086
H -0.788 6.169 -5.357 1.1 -0.2 -0.3 0.077
H -5.206 1.974 -5.485 -0.4 1.0 -0.3 0.107
H -4.941 1.173 -4.104 0.6 0.2 1.0 0.104
H -5.484 3.439 -2.779 -0.6 -0.5 0.5 0.059
H -6.116 4.000 -4.258 -0.4 0.0 -0.1 0.077
H -6.959 2.565 -3.589 0.2 0.2 0.5 0.088
C 4.451 -1.350 -0.582 -0.6 0.4 0.7 -0.058
C 4.169 -1.158 -2.099 2.2 -1.3 1.2 -0.505
C 3.170 -2.098 -2.663 -3.4 -1.3 -0.5 -0.362
F 2.966 -2.095 -3.978 0.5 1.9 -2.2 0.111
F 3.463 -3.379 -2.489 1.4 -1.6 1.6 0.118
F 4.001 0.091 -2.419 -2.6 2.8 0.3 0.166
F 5.344 -1.329 -2.690 2.3 -2.2 -1.1 0.148
O 4.602 -2.693 -0.136 2.3 -1.0 1.5 -0.030
C 5.936 -3.025 0.382 -2.3 -0.2 -0.3 -0.456
C 5.944 -4.531 0.893 -0.5 -0.5 -0.8 -0.287
F 6.991 -4.879 1.638 0.8 0.9 0.4 0.118
F 4.855 -4.869 1.610 -0.6 0.6 0.2 0.089
F 6.702 -2.977 -0.679 1.6 0.1 -0.7 0.179
F 6.412 -2.139 1.296 -0.7 -0.5 -0.5 0.145
H 3.654 -1.017 0.082 -0.2 0.7 -0.6 0.108
H 5.335 -0.736 -0.414 0.0 -0.1 0.1 0.147
H 2.155 -1.971 -2.286 0.3 0.6 0.9 0.133
H 5.988 -5.194 0.029 -0.3 0.3 -0.4 0.171
C -3.844 -0.059 0.313 -0.2 0.0 -0.4 -0.063
C -4.228 1.036 -0.678 -0.1 1.1 0.9 -0.481
C -3.460 2.327 -0.355 2.3 0.0 -2.6 -0.332
F -3.672 3.479 -1.052 -1.2 -0.6 -0.7 0.093
F -3.422 2.734 0.888 -0.3 -0.6 2.0 0.140
F -3.976 0.666 -1.938 0.4 0.1 -0.6 0.128
F -5.529 1.280 -0.596 -1.5 -0.2 0.2 0.164
O -4.645 -1.171 -0.046 1.0 -1.8 0.6 0.037
C -4.023 -2.481 -0.121 -4.3 1.1 -0.4 -0.495
C -3.333 -2.666 -1.455 0.8 0.2 0.2 -0.283
F -3.018 -3.981 -1.665 -0.7 0.7 -0.2 0.098
F -4.076 -2.106 -2.439 0.6 -1.0 0.3 0.120
F -3.193 -2.730 0.861 1.0 0.1 0.9 0.173
F -5.105 -3.314 0.020 1.2 0.5 -0.3 0.145
H -4.091 0.418 1.261 -0.2 -0.7 0.5 0.125
H -2.795 -0.355 0.321 0.2 0.5 -0.2 0.121
H -2.499 1.994 -0.747 0.9 0.3 0.7 0.128
H -2.382 -2.152 -1.315 0.2 0.3 -0.7 0.143
C 1.761 3.354 0.752 -1.4 -0.7 1.7 -0.054
C 3.030 3.604 0.016 0.6 1.7 -0.8 -0.456
C 3.539 2.419 -0.796 -1.9 0.5 -0.6 -0.378
F 4.611 2.651 -1.530 0.8 0.6 0.0 0.155
F 3.753 1.434 0.044 0.9 -1.9 1.5 0.114
F 2.706 4.500 -0.943 -0.1 1.1 -1.0 0.113
F 3.997 4.199 0.742 0.0 -0.6 0.4 0.154
O 1.510 4.426 1.758 0.1 -2.6 0.3 0.041
C 0.439 4.202 2.697 0.5 1.2 -3.2 -0.460
C -0.836 4.304 1.789 -2.6 -2.9 1.0 -0.285
F -1.909 4.442 2.652 0.3 1.0 0.0 0.054
F -0.962 5.114 0.737 1.0 1.4 0.7 0.128
F 0.411 2.993 3.374 0.4 1.4 -1.0 0.116
F 0.533 5.201 3.553 0.0 -0.5 0.2 0.197
H 1.706 2.318 1.087 0.7 0.1 1.4 0.092
H 0.951 3.182 0.043 -0.2 1.3 -0.5 0.114
H 2.730 2.127 -1.466 -0.1 -0.1 -0.2 0.151
H -1.120 3.353 1.339 1.1 -0.7 0.2 0.140
```
Positions in Å, forces in eV/Å.

=====

Computed, not measured: a cluster of 16 separate species, C37H64BBrN16O4P in total, with ωB97M-V/def2-TZVPD.

Properties
* total charge: -1
* Kohn-Sham gap: 0.1761 hartree
* E_HOMO: -3.52 eV

Structure (XYZ):
```
124
Properties=species:S:1:pos:R:3:forces:R:3:lowdin_charge:R:1
C -0.632 3.111 3.561 -0.5 -0.7 0.2 -0.211
C -1.540 2.936 2.184 0.9 -1.9 0.9 -0.357
P -1.479 4.515 1.103 -0.7 1.2 1.6 0.426
N -1.402 6.051 0.202 0.1 1.9 -0.3 -0.194
O -3.143 4.454 0.516 0.5 -2.2 -3.5 -0.391
C -3.201 3.785 -0.826 -2.1 0.2 0.7 -0.160
C -1.738 3.182 -1.315 -0.8 1.0 1.1 -0.298
C -2.019 1.634 -1.775 0.4 -1.1 -0.2 -0.133
C -1.107 0.506 -1.004 -0.5 -1.2 -0.6 -0.239
C -2.103 -0.319 0.057 -0.5 2.2 -1.5 -0.579
Br -1.150 -1.877 0.903 -0.7 1.0 -0.4 0.513
B -0.920 3.960 -2.525 1.4 2.1 -0.3 -0.384
O 0.213 4.873 -2.141 -1.5 -3.4 -1.7 -0.015
O -1.193 3.836 -3.971 2.5 -0.8 1.7 0.018
O -0.870 3.459 -0.147 -1.5 -1.2 -2.6 -0.349
H -1.336 3.225 4.510 1.5 -0.2 -1.9 0.056
H 0.024 2.128 3.669 -1.4 2.3 0.0 0.019
H 0.083 4.049 3.535 -1.5 -1.8 -0.2 0.045
H -1.042 2.049 1.566 -1.0 1.8 1.5 0.055
H -2.638 2.589 2.411 1.9 0.8 -0.2 0.077
H -2.103 5.227 2.226 0.4 -0.2 0.2 0.007
H -0.116 4.875 1.505 -0.2 -0.8 0.0 0.011
H -0.828 6.723 0.772 -0.7 -0.9 -0.9 0.018
H -2.335 6.495 0.060 1.1 -0.7 0.4 0.021
H -4.068 2.992 -0.614 2.2 0.9 -0.8 0.111
H -3.698 4.413 -1.706 1.2 -0.5 1.9 0.120
H -1.820 1.517 -2.947 -0.3 0.4 2.5 0.110
H -3.155 1.294 -1.635 2.3 1.0 -0.1 0.101
H -0.774 -0.275 -1.840 -0.6 1.5 1.9 0.082
H -0.138 0.919 -0.493 -2.1 -0.6 -0.8 0.116
H -2.509 0.459 0.848 1.1 -1.9 -1.3 0.077
H -3.020 -0.722 -0.564 2.0 0.5 1.4 0.067
H 1.064 4.342 -2.181 -1.3 1.1 0.2 0.014
H -0.270 3.769 -4.405 -2.2 0.7 0.9 0.120
C 0.518 -4.680 2.497 1.0 -0.8 0.0 -0.101
C 1.759 -5.556 2.447 6.8 -4.8 -0.3 -0.236
N 2.789 -6.283 2.405 -8.2 5.8 0.3 0.069
H 0.522 -3.980 1.657 0.1 -0.2 0.1 0.003
H -0.380 -5.302 2.439 0.2 0.0 -0.1 0.044
H 0.499 -4.114 3.432 0.1 -0.1 -0.1 0.081
C 3.370 -1.316 1.670 -0.9 0.7 0.6 -0.082
C 2.345 -0.414 2.338 -5.6 4.9 3.6 -0.202
N 1.495 0.334 2.892 6.9 -6.1 -4.4 0.122
H 3.882 -1.921 2.423 -0.1 0.2 0.0 0.071
H 2.873 -1.981 0.958 0.0 0.2 0.1 0.057
H 4.108 -0.711 1.136 -0.2 0.0 0.1 0.068
C 0.518 -2.199 -4.429 0.7 0.2 1.2 -0.120
C 1.292 -1.978 -3.139 4.3 1.2 7.1 -0.209
N 1.934 -1.794 -2.070 -5.1 -1.5 -8.5 0.090
H 0.072 -1.258 -4.762 0.0 -0.2 0.1 0.065
H 1.190 -2.570 -5.208 0.0 0.1 0.2 0.062
H -0.276 -2.933 -4.265 0.1 0.2 0.1 0.058
C 4.058 3.746 0.063 -0.5 0.2 -1.0 -0.068
C 3.437 4.132 -1.269 -3.3 2.0 -7.1 -0.150
N 2.922 4.453 -2.375 4.7 -2.7 8.7 0.103
H 3.681 4.400 0.854 -0.1 -0.1 -0.2 0.087
H 3.805 2.710 0.306 -0.2 0.2 -0.1 0.073
H 5.146 3.843 0.009 -0.3 0.1 -0.2 0.029
C -0.573 -5.086 -7.420 -0.3 1.2 0.2 -0.076
C -0.942 -3.638 -7.144 -2.1 8.0 1.5 -0.197
N -1.249 -2.436 -6.916 2.5 -9.7 -1.9 0.112
H 0.475 -5.152 -7.724 -0.2 0.1 0.1 0.074
H -0.720 -5.686 -6.517 0.0 0.2 -0.1 0.075
H -1.203 -5.486 -8.220 0.1 0.2 0.1 0.076
C -2.672 -7.766 3.752 -0.2 1.0 -0.7 -0.116
C -3.165 -6.617 2.888 -2.6 6.2 -4.6 -0.227
N -3.574 -5.664 2.171 3.1 -7.6 5.6 0.092
H -3.070 -7.667 4.766 0.0 0.0 -0.3 0.056
H -3.004 -8.719 3.331 0.1 0.3 0.1 0.045
H -1.580 -7.758 3.795 -0.1 0.1 -0.2 0.060
C -4.563 0.667 -4.564 0.6 -1.0 0.3 -0.073
C -3.816 -0.599 -4.174 4.1 -6.9 2.2 -0.206
N -3.197 -1.649 -3.850 -4.9 8.4 -2.6 0.091
H -4.556 1.375 -3.731 0.1 -0.2 -0.1 0.067
H -4.083 1.130 -5.430 0.0 -0.2 0.2 0.080
H -5.599 0.425 -4.817 0.2 -0.1 0.1 0.072
C 0.207 -7.488 -1.404 -0.1 -0.2 1.2 -0.071
C 0.068 -7.759 0.085 -0.8 -1.5 8.2 -0.182
N -0.048 -7.983 1.321 0.8 1.8 -9.9 0.107
H 0.957 -8.157 -1.836 -0.1 0.1 0.2 0.076
H -0.750 -7.655 -1.904 0.1 0.0 0.2 0.059
H 0.518 -6.452 -1.567 0.0 -0.1 0.2 0.076
C 6.796 5.850 -3.855 -0.2 -0.2 1.2 -0.063
C 6.657 5.579 -2.366 -0.8 -1.5 8.1 -0.155
N 6.541 5.354 -1.130 1.1 1.8 -10.0 0.111
H 7.546 5.181 -4.287 -0.1 0.1 0.2 0.077
H 5.838 5.682 -4.355 0.1 0.0 0.2 0.081
H 7.107 6.885 -4.018 -0.1 -0.2 0.2 0.076
C 6.480 8.196 0.345 -1.0 0.8 0.5 -0.091
C 5.456 9.098 1.014 -5.6 5.0 3.7 -0.181
N 4.606 9.846 1.568 6.9 -6.0 -4.4 0.092
H 6.993 7.592 1.099 -0.2 0.1 -0.1 0.077
H 5.984 7.531 -0.367 0.0 0.2 0.3 0.032
H 7.218 8.801 -0.188 -0.2 0.0 0.1 0.074
C 3.941 11.997 4.118 0.7 0.2 1.1 -0.087
C 4.715 12.218 5.407 4.2 1.2 7.0 -0.203
N 5.357 12.402 6.477 -5.1 -1.5 -8.5 0.070
H 3.494 12.937 3.785 0.1 -0.1 0.2 0.076
H 4.613 11.626 3.339 -0.1 0.0 0.2 0.034
H 3.147 11.263 4.281 0.2 0.1 0.0 0.080
C -7.113 -7.961 4.863 1.0 -0.7 -0.1 -0.071
C -5.872 -8.837 4.813 6.7 -4.8 -0.3 -0.181
N -4.842 -9.564 4.771 -8.4 5.7 0.4 0.099
H -7.109 -7.261 4.023 0.1 -0.1 0.1 0.078
H -8.011 -8.582 4.805 0.2 0.0 0.0 0.076
H -7.132 -7.394 5.798 0.1 -0.1 -0.1 0.079
C 5.054 9.407 8.548 -0.1 -1.3 -0.1 -0.093
C 4.966 7.890 8.495 -0.5 -8.3 -0.3 -0.216
N 4.893 6.632 8.451 0.6 10.1 0.4 0.077
H 5.747 9.712 9.337 -0.1 -0.2 -0.1 0.073
H 5.412 9.793 7.590 -0.1 -0.1 0.2 0.049
H 4.067 9.830 8.756 0.1 -0.2 -0.1 0.074
C -4.913 -8.856 0.021 0.8 -0.4 -0.8 -0.065
C -3.901 -9.333 -1.008 5.5 -2.6 -5.6 -0.178
N -3.061 -9.729 -1.861 -6.7 3.2 6.8 0.086
H -5.464 -7.996 -0.369 0.2 -0.1 0.0 0.082
H -5.621 -9.659 0.247 0.2 0.0 -0.1 0.076
H -4.400 -8.564 0.941 0.0 0.0 -0.2 0.053
C -3.057 -11.226 -5.122 -0.6 0.4 -1.1 -0.091
C -3.678 -10.840 -6.455 -3.4 2.1 -7.3 -0.217
N -4.193 -10.519 -7.560 4.1 -2.6 8.8 0.071
H -3.434 -10.572 -4.331 0.1 -0.1 -0.2 0.037
H -3.310 -12.262 -4.879 0.0 0.2 -0.1 0.075
H -1.969 -11.129 -5.176 -0.2 0.0 -0.1 0.075
```
Positions in Å, forces in eV/Å.

=====

Number 1: maximum force 0.128 hartree/bohr. Number 2: maximum force 0.199 hartree/bohr.